ORCA calculation (ωB97M-V/def2-TZVPD) on one molecule with the formula C4H6O2.

Its SMILES is O=CC1(O)CC1. The relative energy (zero: lowest compared OMol25 entry of this formula, charge and spin) comes out at 1.833 eV. The HOMO energy is -9.8 eV. The value obtained for the LUMO energy is 0.8 eV. As for the net charge: 0.

Last column: Mulliken charge in e.
Cartesian coordinates (Å):
O1 -1.929 0.386 -1.120  -0.498
O2 1.539 0.727 -0.666  -0.551
C1 0.294 0.257 -0.254  0.632
C2 -0.308 0.457 1.097  -0.473
C3 -0.744 0.278 -1.339  -0.116
C4 0.048 -0.938 0.628  -0.669
H1 0.329 0.812 1.900  0.249
H2 -0.653 -1.677 0.248  0.214
H3 2.225 0.106 -0.397  0.345
H4 -1.317 0.859 1.091  0.221
H5 -0.364 0.108 -2.363  0.356
H6 0.880 -1.376 1.174  0.291

Atoms 1-6, force components in eV/Å:
0.519 -0.073 -0.254
0.168 -0.149 0.134
-0.358 -0.001 0.006
-0.005 0.138 0.142
-0.318 0.011 -0.001
0.030 -0.209 0.081